1.
33
Properties=species:S:1:pos:R:3:lowdin_charge:R:1 method="wB97M-V/def2-TZVPD" homo_energy_ev="-3.57 / -3.77" multiplicity=4 e_above_lowest_kj_mol=202.2 molar_mass_g_mol=495.18 total_energy_ha=-3860.5451 fmax_ha_per_bohr=0.0456 total_charge=-1
Co -0.78 1.04 0.11 -0.09
S -3.57 -0.02 -3.27 -0.35
Sb -4.10 0.86 -1.21 0.04
S -1.90 2.72 -0.53 -0.08
S -2.50 -0.26 0.32 -0.07
S -6.16 0.18 -0.41 -0.33
C 0.74 -1.69 4.75 -0.03
N 0.93 -0.97 3.52 -0.10
C 2.21 -0.70 2.91 -0.05
C 1.81 0.15 1.71 -0.45
O 2.61 0.60 0.92 0.07
N 0.43 0.31 1.72 0.09
C -0.03 -0.33 2.81 -0.41
N -1.30 -0.28 3.19 0.19
H 1.50 -2.47 4.82 0.09
H -0.23 -2.18 4.78 0.08
H 0.84 -1.05 5.63 0.09
H 2.72 -1.61 2.59 0.13
H 2.87 -0.14 3.57 0.13
H -1.96 -0.03 2.44 -0.03
H -1.62 -0.93 3.88 0.10
C 0.79 -0.78 -3.43 -0.02
N 0.76 0.67 -3.57 -0.16
C 0.50 1.28 -4.88 -0.04
C 0.61 1.41 -2.48 -0.33
O 0.61 0.93 -1.35 -0.12
H 1.13 -1.22 -4.37 0.08
H -0.20 -1.17 -3.18 0.09
H 1.47 -1.05 -2.63 0.09
H 0.90 0.62 -5.65 0.08
H 1.00 2.24 -4.96 0.08
H -0.56 1.42 -5.06 0.09
H 0.47 2.48 -2.65 0.14

***

2.
18
Properties=species:S:1:pos:R:3:lowdin_charge:R:1 method="wB97M-V/def2-TZVPD" homo_energy_ev=-13.74 e_above_lowest_kj_mol=498.1 molar_mass_g_mol=116.15 total_energy_ha=-393.6683 fmax_ha_per_bohr=0.0778 total_charge=+1
C 0.48 -2.49 -0.29 0.13
C 2.09 1.63 -0.05 -0.09
C 0.41 -0.23 0.52 -0.15
N -3.42 0.32 0.08 0.12
N -0.16 -1.43 0.01 -0.01
N -2.20 0.03 0.15 -0.24
N -1.28 0.81 0.49 0.08
N 1.31 0.42 -0.38 -0.06
H 0.00 -3.19 -0.87 0.08
H 1.47 -2.55 0.01 0.09
H 2.35 2.15 -1.02 0.10
H 1.48 2.41 0.50 0.10
H 3.12 1.42 0.48 0.12
H 0.85 -0.06 1.54 0.17
H -4.05 -0.44 -0.43 0.14
H -1.66 1.80 0.73 0.18
H 0.97 0.25 -1.34 0.15
H -1.77 -0.85 -0.15 0.11

***

3.
28
Properties=species:S:1:pos:R:3:lowdin_charge:R:1 method="wB97M-V/def2-TZVPD" homo_energy_ev="-11.62 / -11.64" e_above_lowest_kj_mol=139.1 molar_mass_g_mol=446.19 total_energy_ha=-1148.6416 fmax_ha_per_bohr=0.0174 total_charge=+1
Ru -0.21 -2.12 -0.44 1.14
O 1.78 -2.09 -0.57 -0.24
N 1.83 -0.85 0.56 0.19
N 1.22 0.09 -0.02 -0.25
O 0.07 -0.20 -0.59 -0.18
C 1.68 1.45 -0.03 -0.18
C 0.75 2.46 -0.22 0.00
C 1.21 3.77 -0.22 -0.05
C 2.56 4.04 0.00 -0.05
C 3.46 3.00 0.19 -0.05
C 3.03 1.69 0.17 0.00
H -0.29 2.23 -0.38 0.12
H 0.51 4.58 -0.37 0.12
H 2.90 5.06 0.00 0.12
H 4.51 3.22 0.35 0.12
H 3.72 0.86 0.30 0.12
I -6.32 -2.88 -0.88 0.94
C -4.45 -2.23 -0.31 -0.76
C -4.15 -1.25 0.61 -0.10
N -2.81 -1.15 0.67 0.02
N -2.22 -2.03 -0.17 -0.17
C -3.22 -2.68 -0.78 -0.16
H -4.79 -0.63 1.21 0.14
H -2.25 -0.55 1.24 0.16
H -3.01 -3.44 -1.52 0.12
C 1.36 -3.13 0.21 -0.26
H 1.63 -3.10 1.26 0.08
H 1.49 -4.08 -0.31 0.09

***

4.
72
Properties=species:S:1:pos:R:3:lowdin_charge:R:1 method="wB97M-V/def2-TZVPD" homo_energy_ev=-6.21 e_above_lowest_kj_mol=0.0 molar_mass_g_mol=540.60 total_energy_ha=-1994.7490 fmax_ha_per_bohr=0.0371 total_charge=0
C 0.13 2.72 6.59 -0.05
O 0.41 3.76 5.63 -0.07
C 0.01 3.58 4.34 -0.24
C 0.41 4.55 3.39 0.02
C -0.02 4.46 2.09 0.01
C -0.90 3.43 1.67 -0.20
C -1.40 3.38 0.32 0.03
C -2.17 2.31 -0.15 -0.05
C -2.60 2.11 -1.46 0.06
C -3.39 1.00 -1.88 -0.20
C -3.82 0.87 -3.23 0.00
C -4.57 -0.19 -3.66 0.01
C -4.96 -1.20 -2.73 -0.24
O -5.74 -2.21 -3.20 -0.07
C -6.19 -3.22 -2.27 -0.05
C -4.56 -1.10 -1.38 0.00
C -3.80 -0.02 -0.97 0.00
C -1.23 2.43 2.62 0.01
C -0.81 2.50 3.93 0.00
H 0.63 3.05 7.49 0.10
H -0.96 2.63 6.77 0.10
H 0.53 1.75 6.27 0.10
H 1.06 5.36 3.73 0.13
H 0.31 5.20 1.36 0.13
H -1.02 4.12 -0.41 0.13
H -2.43 1.53 0.56 0.08
H -2.31 2.85 -2.22 0.12
H -3.52 1.64 -3.94 0.12
H -4.90 -0.30 -4.69 0.13
H -6.79 -3.89 -2.88 0.09
H -5.34 -3.76 -1.82 0.10
H -6.80 -2.78 -1.47 0.10
H -4.85 -1.87 -0.66 0.11
H -3.50 0.03 0.08 0.11
H -1.85 1.58 2.34 0.11
H -1.11 1.74 4.66 0.11
C -3.02 6.35 5.05 -0.08
C -3.69 6.82 3.79 -0.26
O -3.08 6.16 2.67 -0.05
C -3.64 6.58 1.49 -0.59
C -2.96 6.04 0.35 -0.14
P -3.53 6.55 -1.23 0.69
C -4.04 8.30 -1.26 -0.26
C -3.51 9.27 -0.40 -0.10
C -3.95 10.60 -0.46 -0.09
C -4.92 10.98 -1.39 -0.10
C -5.45 10.02 -2.27 -0.09
C -5.01 8.69 -2.20 -0.07
C -2.02 6.54 -2.28 -0.27
C -0.94 7.38 -2.01 -0.08
C 0.20 7.33 -2.82 -0.09
C 0.26 6.43 -3.89 -0.10
C -0.83 5.59 -4.16 -0.10
C -1.97 5.65 -3.36 -0.10
O -4.59 5.69 -1.83 -0.38
O -4.60 7.37 1.49 0.01
H -3.37 6.95 5.89 0.07
H -3.26 5.30 5.25 0.07
H -1.93 6.45 4.99 0.07
H -4.76 6.58 3.81 0.12
H -3.58 7.91 3.69 0.12
H -2.35 5.18 0.52 -0.01
H -2.75 9.00 0.33 0.10
H -3.53 11.33 0.23 0.10
H -5.27 12.01 -1.44 0.10
H -6.20 10.30 -3.00 0.10
H -5.43 7.95 -2.88 0.10
H -0.99 8.08 -1.18 0.10
H 1.03 8.00 -2.61 0.10
H 1.15 6.38 -4.51 0.10
H -0.79 4.88 -4.99 0.10
H -2.84 5.02 -3.58 0.09

***

5.
21
Properties=species:S:1:pos:R:3:lowdin_charge:R:1 method="wB97M-V/def2-TZVPD" homo_energy_ev="-9.92 / -8.35" e_above_lowest_kj_mol=0.0 molar_mass_g_mol=328.02 total_energy_ha=-6006.2091 fmax_ha_per_bohr=0.0523 total_charge=0
C -1.95 0.29 2.79 -0.06
C -1.59 -1.03 2.55 -0.08
C -1.53 1.36 1.97 -0.03
C -0.80 -1.31 1.48 -0.04
C -0.75 1.04 0.85 -0.04
C -0.36 -0.28 0.57 -0.32
C 2.17 -0.08 -2.93 -0.19
C 0.36 -0.53 -0.67 -0.72
O 0.54 1.80 -1.95 -0.31
O -0.46 -0.09 -3.06 -0.32
S 0.55 0.40 -2.20 0.46
Br 0.76 -2.25 -1.10 0.93
Br 2.96 0.68 0.61 0.03
H -2.49 0.27 3.69 0.09
H -1.92 -1.80 3.29 0.13
H -1.83 2.42 2.02 0.12
H -0.50 -2.30 1.20 0.06
H -0.39 1.92 0.28 0.12
H 2.46 0.80 -3.52 0.06
H 2.89 -0.41 -2.12 0.02
H 1.91 -0.90 -3.75 0.10

***

6.
70
Properties=species:S:1:pos:R:3:lowdin_charge:R:1 method="wB97M-V/def2-TZVPD" homo_energy_ev=-3.89 e_above_lowest_kj_mol=43.8 molar_mass_g_mol=761.09 total_energy_ha=-2702.6856 fmax_ha_per_bohr=0.0306 total_charge=-1
Rb -0.33 -0.32 -0.77 0.77
I -4.13 0.12 0.04 0.91
C -3.83 1.24 1.82 -0.62
C -4.86 1.29 2.70 -0.19
C -4.70 2.02 3.90 -0.11
C -3.52 2.66 4.16 -0.06
C -2.44 2.61 3.23 -0.19
C -1.22 3.27 3.50 -0.08
C -0.21 3.21 2.58 -0.12
C -0.38 2.48 1.38 -0.21
C -1.52 1.79 1.03 -0.21
C -2.57 1.88 2.01 -0.29
H -5.80 0.78 2.49 0.07
H -5.52 2.06 4.61 0.09
H -3.39 3.21 5.08 0.10
H -1.11 3.83 4.43 0.10
H 0.72 3.73 2.78 0.08
H 0.47 2.49 0.69 0.07
C -4.01 0.86 -4.44 -0.16
C -3.78 2.03 -3.47 -0.17
C -2.28 1.94 -3.20 -0.19
O -1.89 0.59 -3.49 -0.19
C -3.02 -0.16 -3.91 -0.22
H -3.75 1.14 -5.46 0.11
H -5.04 0.49 -4.42 0.11
H -4.34 1.87 -2.55 0.06
H -4.07 2.99 -3.89 0.11
H -2.03 2.18 -2.17 0.10
H -1.71 2.60 -3.86 0.12
H -3.45 -0.71 -3.06 0.09
H -2.69 -0.89 -4.65 0.12
N 5.77 3.23 3.04 0.08
C 5.09 2.16 2.44 -0.32
C 3.71 2.05 2.57 -0.02
C 3.04 0.99 1.99 -0.04
C 3.75 0.02 1.30 -0.28
C 5.13 0.11 1.17 -0.08
C 5.80 1.18 1.75 -0.04
S 2.85 -1.27 0.48 0.53
O 3.78 -2.34 0.18 -0.33
O 1.75 -1.60 1.38 -0.37
N 2.18 -0.61 -0.78 -0.35
C 2.83 -0.27 -1.92 -0.71
S 4.56 -0.49 -2.25 1.00
C 4.35 0.25 -3.80 -0.45
C 3.05 0.56 -3.97 -0.29
N 2.20 0.28 -2.93 0.01
H 5.21 4.05 3.21 0.08
H 6.66 3.46 2.62 0.08
H 3.16 2.80 3.12 0.10
H 1.96 0.90 2.09 0.11
H 5.66 -0.66 0.63 0.10
H 6.88 1.26 1.65 0.11
H 5.18 0.38 -4.47 0.05
H 2.64 1.02 -4.86 0.10
C 0.77 -5.69 1.66 -0.02
C -0.04 -4.98 0.62 -0.31
C -1.03 -5.42 -0.24 0.00
C -1.42 -4.27 -0.96 -0.36
N -0.72 -3.21 -0.58 0.01
N 0.10 -3.67 0.39 0.04
C -2.47 -4.14 -2.02 -0.04
H 0.80 -6.76 1.46 0.07
H 0.35 -5.54 2.65 0.08
H 1.79 -5.31 1.67 0.08
H -1.41 -6.42 -0.34 0.10
H 0.76 -3.02 0.83 0.09
H -2.77 -5.12 -2.39 0.07
H -2.10 -3.55 -2.86 0.07
H -3.36 -3.64 -1.63 0.07

***

7.
16
Properties=species:S:1:pos:R:3:lowdin_charge:R:1 method="wB97M-V/def2-TZVPD" homo_energy_ev=-10.52 smiles="N#CS(=O)(=O)c1ccccc1" e_above_lowest_kj_mol=165.2 molar_mass_g_mol=167.19 total_energy_ha=-873.0759 fmax_ha_per_bohr=0.0833 total_charge=0
N -4.20 1.54 1.73 0.15
C -3.78 0.86 0.91 -0.27
S -3.41 -0.36 -0.33 0.69
O -4.00 -1.54 0.26 -0.28
O -3.79 0.03 -1.64 -0.27
C -1.56 -0.21 -0.18 -0.26
C -0.95 -0.33 1.05 -0.08
C 0.40 -0.17 1.15 -0.06
C 1.17 0.08 0.01 -0.05
C 0.54 0.33 -1.25 -0.05
C -0.83 0.12 -1.31 -0.08
H -1.69 -0.47 1.78 0.10
H 0.86 -0.41 2.15 0.13
H 2.16 0.19 0.09 0.06
H 1.33 0.50 -2.11 0.15
H -1.35 0.34 -2.23 0.11

***

8.
27
Properties=species:S:1:pos:R:3:lowdin_charge:R:1 method="wB97M-V/def2-TZVPD" homo_energy_ev=-8.61 smiles=C[C@@H](CO)N(C)C(C)(C)O e_above_lowest_kj_mol=282.6 molar_mass_g_mol=147.22 total_energy_ha=-482.0707 fmax_ha_per_bohr=0.0577 total_charge=0
C 0.10 -0.58 2.28 -0.06
C -0.16 -1.14 0.87 -0.33
C -1.60 -1.38 0.56 -0.25
O -1.85 -1.45 -0.82 -0.07
N 0.56 -0.35 -0.24 -0.15
C 1.99 -0.68 -0.50 -0.08
C 0.21 1.04 -0.67 -0.53
C -1.10 1.71 -0.10 -0.02
C 0.18 1.00 -2.20 -0.01
O 1.25 1.78 0.04 -0.05
H -0.45 0.40 2.39 0.07
H -0.29 -1.34 3.13 0.13
H 1.19 -0.37 2.36 0.07
H 0.31 -2.14 0.94 0.14
H -1.86 -2.31 1.00 0.11
H -2.27 -0.55 0.91 0.12
H -1.00 -1.29 -1.27 0.07
H 2.62 -0.01 -1.07 0.08
H 2.04 -1.59 -1.14 0.09
H 2.57 -0.78 0.48 0.10
H -1.99 1.17 -0.45 0.07
H -1.22 2.77 -0.46 0.10
H -1.15 1.76 1.01 0.08
H -0.73 0.50 -2.61 0.10
H 1.07 0.58 -2.60 0.05
H 0.14 2.06 -2.60 0.11
H 1.46 1.18 0.77 0.07